Molecular formula: C44H49HgN2OPS6
Method: DFT, the ωB97M-V functional and the def2-TZVPD basis

Each line ends with the Löwdin charge.
CARTESIAN COORDINATES (ANGSTROEM)
Hg 0.46785 -1.66769 -0.66143  0.609
C 0.30776 -3.48093 -4.15839  -0.499
C -0.92588 -2.59284 -4.21425  -0.501
S -1.67517 -2.10242 -2.62863  0.835
C -2.70976 -3.51519 -2.15262  -0.499
C -1.98634 -4.78513 -1.73040  -0.481
S -0.77736 -4.49247 -0.39054  0.838
C 0.46250 -5.74502 -0.85708  -0.513
C 1.72975 -5.55894 -0.04180  -0.513
S 2.47183 -3.89540 -0.09863  0.802
C 3.49529 -3.94935 -1.60056  -0.517
C 2.79312 -4.06542 -2.94663  -0.496
S 1.68100 -2.65739 -3.28451  0.812
H 0.64388 -3.67561 -5.17744  0.088
H 0.10904 -4.43005 -3.66404  0.046
H -1.70373 -3.07400 -4.80783  0.088
H -0.67257 -1.63844 -4.67825  0.075
H -3.37902 -3.72427 -2.98798  0.089
H -3.29362 -3.11540 -1.32266  0.044
H -1.46247 -5.24014 -2.57007  0.064
H -2.71832 -5.50203 -1.35735  0.085
H 0.65554 -5.65997 -1.92553  0.044
H 0.04155 -6.73024 -0.65209  0.090
H 2.49454 -6.27134 -0.35245  0.088
H 1.51596 -5.71230 1.01619  0.074
H 4.19419 -4.77847 -1.48630  0.084
H 4.05282 -3.01330 -1.54347  0.073
H 2.21671 -4.98452 -3.02974  0.062
H 3.55564 -4.06172 -3.72571  0.082
S 1.04561 0.60819 -2.35645  0.637
C 1.71554 1.60706 -1.17995  -0.687
N 2.72290 2.42560 -1.46450  -0.079
C 3.02806 3.55533 -0.57969  -0.085
C 3.07373 3.07597 0.86086  -0.115
N 1.83869 2.40903 1.16914  -0.170
C 0.93896 2.78096 2.22930  -0.088
C -0.48211 4.55068 1.07828  -0.242
C -0.39108 5.53906 2.20485  -0.042
C -1.05012 6.72496 2.17585  -0.093
C -1.96693 7.03187 1.14999  -0.068
C -2.30087 6.03334 0.21311  -0.093
C -1.66160 4.83674 0.19565  -0.024
C 1.15683 1.60905 0.22653  -0.668
S 1.47546 -0.13433 0.91559  0.547
C 3.62500 2.19067 -2.60378  -0.114
C 5.05804 2.12329 -2.12856  -0.229
C 5.42751 1.13692 -1.21763  -0.042
C 6.70955 1.11265 -0.69296  -0.072
C 7.63808 2.07080 -1.07753  -0.078
C 7.28307 3.04098 -2.00212  -0.072
C 5.99663 3.06897 -2.52268  -0.046
H 2.24919 4.31447 -0.69241  0.126
H 3.97966 3.98702 -0.87586  0.126
H 3.21157 3.92148 1.53469  0.135
H 3.92900 2.40126 0.98238  0.123
H 1.32244 3.64065 2.77544  0.118
H 0.82191 1.95258 2.93650  0.124
H 0.28157 5.32437 3.02542  0.102
H -0.89929 7.44323 2.97245  0.107
H -2.45871 7.99334 1.12006  0.100
H -3.10256 6.21917 -0.49131  0.106
H -1.98041 4.07118 -0.50013  0.108
H 3.50193 2.98297 -3.34550  0.136
H 3.32608 1.25090 -3.06050  0.072
H 4.70013 0.39058 -0.91305  0.114
H 6.98632 0.34732 0.02071  0.107
H 8.63303 2.06554 -0.65280  0.106
H 8.00579 3.78330 -2.31449  0.108
H 5.72330 3.83334 -3.24136  0.116
O -2.22566 -1.73908 0.13921  -0.468
P -2.84080 -0.93618 1.24535  0.795
C -4.62223 -0.83188 0.98563  -0.274
C -5.28815 0.37395 0.80560  -0.063
C -6.63684 0.36403 0.47761  -0.068
C -7.30670 -0.84081 0.32845  -0.071
C -6.63764 -2.04728 0.49912  -0.069
C -5.29269 -2.04520 0.82653  -0.083
C -2.52137 -1.65698 2.86824  -0.266
C -3.42075 -1.56975 3.92609  -0.074
C -3.09139 -2.12775 5.15193  -0.071
C -1.86790 -2.75984 5.32250  -0.070
C -0.97033 -2.84743 4.26660  -0.065
C -1.29533 -2.29575 3.03832  -0.074
C -2.10234 0.70729 1.31842  -0.260
C -2.22820 1.61595 2.45463  -0.052
C -1.53478 2.75199 2.47997  -0.006
C -0.41948 3.06161 1.52408  -0.306
C -0.34943 2.12540 0.27150  -0.167
C -1.33862 1.01884 0.27051  -0.089
H -4.75340 1.31016 0.91474  0.106
H -7.16624 1.29610 0.33043  0.109
H -8.35915 -0.84425 0.07672  0.109
H -7.16541 -2.98338 0.37166  0.108
H -4.74282 -2.97126 0.95533  0.113
H -4.37724 -1.07798 3.79089  0.110
H -3.78890 -2.07034 5.97711  0.109
H -1.61127 -3.18547 6.28376  0.108
H -0.01674 -3.34102 4.40091  0.108
H -0.60494 -2.35442 2.20585  0.070
H -2.97027 1.39762 3.21404  0.110
H -1.69503 3.49219 3.25668  0.128
H 0.43533 4.69160 0.46632  0.150
H -0.48088 2.69094 -0.65414  0.132
H -1.40901 0.42789 -0.63396  0.070

- multiplicity = 2
- relative energy (zero: lowest compared OMol25 entry of this formula, charge and spin) (eV) = 2.548
- frontier orbital gap (alpha / beta) (eV) = 6.536 / 7.749
- energy (hartree) = -4774.5155
- charge = +1
- <S²> = 0.79
- E_LUMO (alpha / beta) (eV) = -2.26 / -2.27

---

Molecular formula: H4N2Si
Method: DFT, the ωB97M-V functional and the def2-TZVPD basis

Each line ends with the natural charge from an NBO analysis.
CARTESIAN COORDINATES (ANGSTROEM)
H 2.11270 0.98862 -0.65095  0.261
N 2.25560 0.16616 -0.05479  -0.277
N 1.26888 -0.56979 0.09700  -0.485
Si -0.49236 -0.36087 -0.08978  0.974
H -0.28949 -0.06818 1.31154  -0.147
H -0.65646 0.94472 -0.71784  -0.195
H -1.45441 -1.44917 -0.24308  -0.129

- relative energy (zero: lowest compared OMol25 entry of this formula, charge and spin) (eV) = 2.507
- frontier orbital gap (eV) = 8.857
- energy (hartree) = -401.2884
- structure (SMILES) = [H]/N=N\[SiH3]
- E_LUMO (eV) = 0.56

---

Molecular formula: C5H4N2
Method: DFT, the ωB97M-V functional and the def2-TZVPD basis

Each line ends with the natural charge from an NBO analysis.
CARTESIAN COORDINATES (ANGSTROEM)
C -1.79539 -2.03629 1.20105  -0.356
C -0.93625 -1.22821 0.81016  0.043
C -0.07037 -0.29121 0.21583  -0.290
C 0.29778 -0.25544 -1.15396  -0.008
N 1.01642 0.81557 -1.42678  -0.242
N 1.13186 1.45110 -0.24974  -0.319
C 0.48576 0.84449 0.76169  0.009
H -2.28911 -1.85880 0.20279  0.292
H 0.02475 -0.96304 -1.92727  0.221
H 1.66033 2.30630 -0.20952  0.415
H 0.47422 1.21553 1.77575  0.235

- relative energy (zero: lowest compared OMol25 entry of this formula, charge and spin) (eV) = 3.546
- frontier orbital gap (eV) = 9.931
- energy (hartree) = -302.2980
- structure (SMILES) = C#Cc1cn[nH]c1
- E_LUMO (eV) = 0.64

---

Molecular formula: C31H25N6OSY
Method: DFT, the ωB97M-V functional and the def2-TZVPD basis

Each line ends with the natural charge from an NBO analysis.
CARTESIAN COORDINATES (ANGSTROEM)
Y -0.97887 -0.82778 -0.50382  2.091
N 1.41536 -0.74429 3.48825  -0.582
C 0.60143 -0.06226 4.42441  0.120
C 1.14143 0.79697 5.36594  -0.227
C 0.29537 1.45350 6.24909  -0.192
C -1.07878 1.28801 6.16088  -0.214
C -1.61755 0.45437 5.19039  -0.219
C -0.77106 -0.24447 4.34451  -0.150
S -1.34570 -1.40022 3.14887  0.497
N -0.24015 -1.07908 1.87913  -0.713
C 0.98885 -0.87510 2.19141  0.478
C 1.99967 -0.76646 1.09906  0.160
C 3.32175 -0.41719 1.31576  -0.212
C 4.18755 -0.37436 0.23116  -0.147
C 3.70676 -0.67985 -1.02540  -0.214
C 2.36141 -0.99083 -1.15662  0.081
N 1.53177 -1.02349 -0.12377  -0.468
H 2.40481 -0.62406 3.62048  0.403
H 2.21314 0.95037 5.41196  0.214
H 0.71493 2.11092 6.99851  0.221
H -1.73388 1.81497 6.84094  0.223
H -2.68881 0.33264 5.09592  0.229
H 3.69681 -0.15922 2.29567  0.209
H 5.22422 -0.10212 0.37650  0.226
H 4.34540 -0.66690 -1.89708  0.231
H 1.93555 -1.21559 -2.12842  0.231
C -1.37881 0.33528 -3.77505  -0.247
N -2.01101 -0.10444 -2.54241  -0.633
C -3.29987 -0.06515 -2.44666  0.198
C -3.98422 -0.36639 -1.23961  -0.043
C -5.35869 -0.38048 -1.00348  -0.216
C -5.52085 -0.72964 0.33763  -0.336
C -4.23672 -0.91313 0.84924  0.001
N -3.29269 -0.69590 -0.08509  -0.667
C -0.13690 -0.47175 -4.07759  -0.061
C -0.13164 -1.85347 -3.89923  -0.207
C 1.00074 -2.59965 -4.19693  -0.201
C 2.13918 -1.97348 -4.68603  -0.227
C 2.14430 -0.59542 -4.86225  -0.237
C 1.01491 0.14932 -4.55175  -0.158
H -1.09723 1.38712 -3.66776  0.215
H -2.07806 0.26520 -4.61704  0.199
H -3.90583 0.21969 -3.31045  0.179
H -6.12890 -0.15890 -1.72631  0.214
H -6.44568 -0.83910 0.88019  0.217
H -3.96171 -1.18941 1.85553  0.200
H -1.01048 -2.35349 -3.51169  0.242
H 0.99005 -3.66993 -4.03675  0.228
H 3.02047 -2.55546 -4.92387  0.218
H 3.03071 -0.09933 -5.23705  0.215
H 1.02433 1.22619 -4.67764  0.208
C 1.13690 3.95852 0.38217  -0.245
C 0.24430 3.37190 1.26756  -0.218
C -0.33459 2.14309 0.95957  -0.259
C -0.05556 1.43726 -0.22261  -0.579
C 0.84552 2.07654 -1.08885  -0.183
C 1.43424 3.30499 -0.80667  -0.252
H 1.59206 4.91410 0.61290  0.204
H -0.00564 3.87216 2.19720  0.201
H -1.03420 1.72837 1.68608  0.190
H 1.12913 1.59463 -2.02559  0.171
H 2.12680 3.75193 -1.51221  0.199
O 1.19362 -4.32217 0.07373  -0.616
C 0.30338 -3.69356 -0.39537  0.780
N -0.59280 -3.05454 -0.86964  -0.970

- relative energy (zero: lowest compared OMol25 entry of this formula, charge and spin) (eV) = 0.000
- frontier orbital gap (eV) = 6.980
- energy (hartree) = -2036.7463
- E_LUMO (eV) = -0.65